# 1
This record from the Open Molecules 2025 dataset describes a cluster of 7 separate species, C20H56BO8P in total in a non-equilibrium geometry. The level of theory is ωB97M-V/def2-TZVPD.

Results
LUMO   0.545 eV
SMILES   CCOB(O)P.CC(C)O.CC(C)O.CC(C)O.CC(C)O.CC(C)O.CC(C)O
Multiplicity   1
Frontier orbital gap   0.3285 Eh
DFT total energy   -1763.74972 Eh

```
86
Properties=species:S:1:pos:R:3:forces:R:3
C -5.166 1.591 1.532 0.3 -0.5 -0.5
C -3.906 0.717 1.264 -0.7 -0.4 -0.1
O -3.058 0.520 2.410 0.6 1.6 -0.1
B -2.457 1.704 2.888 -0.4 -0.9 -0.1
O -1.423 2.414 2.257 -1.7 -0.4 0.8
P -3.114 2.398 4.584 1.0 0.5 1.3
H -5.292 1.882 2.572 0.2 0.1 0.0
H -6.047 0.997 1.272 0.0 0.2 0.0
H -5.135 2.461 0.872 -0.2 0.1 0.3
H -3.326 1.133 0.427 -0.1 -0.1 0.1
H -4.267 -0.274 0.966 0.5 0.2 0.0
H -1.718 2.547 1.355 0.5 -0.2 -0.9
H -4.205 3.258 4.264 0.2 -0.5 -0.2
H -3.750 1.328 5.282 -0.2 0.2 -0.8
C -0.265 0.673 -1.005 -0.1 -0.1 0.1
C -0.779 1.526 -2.151 0.5 0.1 0.1
C 0.339 1.893 -3.114 -0.3 0.0 -0.1
O -1.380 2.717 -1.628 -0.5 -0.1 0.0
H 0.487 1.219 -0.427 0.1 0.0 -0.1
H -1.075 0.424 -0.316 0.0 0.0 0.0
H 0.182 -0.255 -1.366 0.0 0.0 0.0
H -1.563 0.986 -2.686 -0.1 0.2 0.1
H 1.111 2.473 -2.611 0.1 -0.1 0.0
H -0.044 2.513 -3.926 0.0 0.0 0.0
H 0.801 1.002 -3.542 0.1 0.0 0.0
H -0.696 3.204 -1.159 0.2 0.1 -0.1
C -4.101 -4.446 -0.992 -0.2 0.0 -0.1
C -3.910 -2.937 -0.989 0.4 -0.3 0.4
C -2.442 -2.562 -0.908 0.1 0.2 -0.1
O -4.604 -2.355 0.114 -0.4 0.1 -0.2
H -3.708 -4.886 -0.072 0.1 0.0 0.0
H -5.162 -4.697 -1.040 0.0 0.0 -0.1
H -3.594 -4.908 -1.841 0.0 0.0 0.0
H -4.349 -2.512 -1.893 -0.1 0.1 0.1
H -1.993 -2.937 0.015 0.0 -0.1 0.0
H -2.330 -1.476 -0.897 0.0 0.0 -0.1
H -1.882 -2.963 -1.754 0.0 0.0 0.0
H -4.228 -2.715 0.923 0.1 -0.1 0.1
C 2.972 -1.158 3.106 0.2 -0.1 -0.1
C 1.917 -1.083 2.014 -0.2 -0.1 0.6
C 0.680 -0.340 2.491 -0.1 0.0 -0.2
O 1.560 -2.402 1.598 0.1 0.1 -0.5
H 2.589 -1.697 3.976 -0.1 0.1 0.0
H 3.852 -1.699 2.752 0.0 0.1 -0.1
H 3.281 -0.161 3.427 0.0 0.0 0.0
H 2.332 -0.580 1.138 0.0 -0.2 -0.1
H 0.222 -0.854 3.340 0.1 0.1 0.1
H -0.073 -0.295 1.702 0.1 0.0 0.0
H 0.926 0.679 2.794 -0.1 0.0 0.0
H 1.193 -2.857 2.360 -0.1 0.0 0.1
C 4.773 1.561 -3.430 -0.1 -0.2 -0.1
C 4.337 2.942 -3.896 0.4 -0.1 0.6
C 5.443 3.969 -3.709 -0.1 0.2 -0.2
O 3.172 3.344 -3.177 -0.1 0.2 -0.4
H 5.020 1.573 -2.364 0.1 0.1 0.0
H 3.968 0.840 -3.565 0.0 0.0 -0.1
H 5.648 1.215 -3.984 0.0 0.0 0.0
H 4.053 2.900 -4.950 -0.2 0.1 0.0
H 5.711 4.059 -2.653 0.0 -0.1 0.0
H 5.112 4.954 -4.042 0.0 0.0 0.0
H 6.338 3.694 -4.270 0.0 0.0 0.0
H 3.401 3.386 -2.244 0.1 0.0 0.1
C 2.590 -1.900 -7.153 0.2 -0.1 0.0
C 1.993 -1.544 -5.801 -0.2 0.3 -0.5
C 0.507 -1.237 -5.914 -0.1 0.0 0.2
O 2.679 -0.420 -5.249 0.1 -0.3 0.3
H 2.490 -1.064 -7.851 -0.1 0.0 0.0
H 3.656 -2.112 -7.057 0.0 0.0 0.0
H 2.099 -2.773 -7.586 0.0 0.0 0.0
H 2.143 -2.372 -5.106 0.1 0.1 0.1
H 0.339 -0.379 -6.571 0.0 -0.1 -0.1
H 0.094 -0.979 -4.937 0.0 -0.1 0.0
H -0.044 -2.091 -6.311 0.0 0.0 0.0
H 2.558 0.322 -5.848 0.0 0.1 -0.1
C -1.344 -0.863 6.968 -0.2 -0.2 -0.1
C 0.171 -0.943 7.037 -0.3 0.5 0.2
C 0.696 -0.445 8.375 0.2 -0.1 0.1
O 0.731 -0.172 5.977 0.3 -0.3 -0.2
H -1.678 0.173 7.074 0.0 0.0 0.1
H -1.699 -1.216 5.998 0.0 0.0 0.0
H -1.813 -1.462 7.750 0.0 0.0 0.0
H 0.493 -1.974 6.881 0.1 0.1 -0.1
H 0.422 0.602 8.530 -0.1 0.0 0.0
H 1.785 -0.500 8.404 0.0 -0.1 0.0
H 0.295 -1.034 9.202 0.0 0.0 0.0
H 0.456 0.741 6.098 -0.1 0.1 0.0
```
Forces are in eV/Å.

Atom charges from the Löwdin analysis, given in e for atoms 1 to 8:
1. C -0.0556
2. C -0.2246
3. O -0.0466
4. B -0.8568
5. O 0.0809
6. P 0.8160
7. H 0.0450
8. H 0.0733

***

# 2
This record from the Open Molecules 2025 dataset describes a structure of composition C20H56N5O6Pb in a non-equilibrium geometry. The level of theory is ωB97M-V/def2-TZVPD.

Results
LUMO   -2.011 eV
Net charge   +1
Multiplicity   1
Frontier orbital gap   0.2973 Eh
Energy above the lowest of the compared OMol25 structures with the same formula, charge and spin   371.03 kJ/mol
DFT total energy   -1713.32599 Eh

```
88
Properties=species:S:1:pos:R:3:forces:R:3
Pb 0.645 0.756 1.050 0.3 1.2 -1.9
O 2.123 2.411 -0.154 0.3 0.2 0.1
H 2.662 3.024 -0.691 -0.4 -0.5 0.6
C -3.517 1.877 3.367 1.1 0.3 -0.8
C -2.456 1.759 2.198 -1.2 1.2 0.3
C -1.888 3.098 1.708 -0.7 -0.9 -0.6
O -0.961 2.866 0.630 -0.5 0.1 1.0
C -0.668 4.084 -0.042 0.4 -0.2 -1.0
N -1.358 0.961 2.680 -0.6 -0.7 1.2
H -3.820 0.865 3.637 -0.2 0.0 -0.1
H -4.393 2.496 3.179 0.1 -0.1 -0.2
H -2.972 2.275 4.223 -0.2 0.2 0.2
H -2.953 1.238 1.380 0.3 0.1 -0.2
H -1.410 3.612 2.542 0.2 0.3 0.0
H -2.739 3.668 1.337 0.1 0.4 0.0
H -0.282 4.854 0.627 -0.4 0.1 0.1
H -1.541 4.354 -0.636 -0.3 0.6 0.4
H 0.112 3.918 -0.786 0.2 -0.4 0.3
H -1.853 0.203 3.129 0.2 -1.2 -0.4
H -1.084 1.394 3.551 0.8 0.8 0.2
C 1.039 2.059 -3.473 -0.9 2.2 -0.9
C -0.110 1.474 -2.705 0.7 -1.5 -0.7
C -0.881 0.425 -3.545 -1.3 1.8 0.2
O -1.515 1.160 -4.625 0.4 0.0 1.5
C -2.116 0.377 -5.626 0.6 0.1 0.4
N 0.590 0.799 -1.660 -1.4 -1.8 1.2
H 1.812 1.379 -3.830 -0.7 -0.5 -0.4
H 1.625 2.717 -2.831 -0.3 0.3 0.1
H 0.504 2.654 -4.214 1.0 0.2 -0.9
H -0.790 2.197 -2.254 -0.1 0.2 -0.5
H -1.653 0.006 -2.900 -0.4 -0.1 0.0
H -0.280 -0.443 -3.814 0.5 0.2 -0.7
H -1.258 0.144 -6.257 -0.6 -0.8 -0.7
H -2.893 0.942 -6.141 0.3 0.3 -0.1
H -2.631 -0.478 -5.187 0.2 -0.4 -0.2
H 1.162 0.155 -2.187 0.5 0.2 0.7
H 1.166 1.515 -1.239 1.2 0.4 0.3
C -2.978 -1.602 1.355 -1.0 -0.8 -1.3
C -2.109 -1.887 0.106 0.2 -0.2 2.4
C -2.865 -2.310 -1.127 0.1 -0.4 0.0
O -1.926 -2.420 -2.168 0.4 -0.6 0.5
C -2.454 -2.888 -3.372 -0.2 0.0 -0.7
N -1.339 -0.707 -0.143 -0.6 0.5 -0.6
H -3.758 -2.361 1.414 0.2 -0.4 0.4
H -3.602 -0.724 1.189 0.4 0.5 0.2
H -2.398 -1.564 2.276 -0.2 0.1 -0.2
H -1.325 -2.555 0.464 -0.4 -1.2 -0.5
H -3.586 -1.552 -1.433 -0.4 0.3 0.3
H -3.408 -3.240 -0.959 0.0 -0.3 -0.1
H -3.209 -2.211 -3.771 0.1 0.4 -0.2
H -2.988 -3.837 -3.328 0.3 -0.4 0.5
H -1.611 -2.982 -4.058 -0.2 0.0 -0.1
H -0.853 -0.882 -1.011 0.6 0.4 -0.1
H -2.096 -0.111 -0.447 0.3 1.4 -0.2
C 2.108 -3.414 0.171 -0.1 -1.0 0.7
C 2.500 -2.192 -0.548 0.7 -1.0 -1.9
C 1.718 -2.091 -1.901 -0.4 0.1 0.9
O 2.222 -1.087 -2.762 0.3 -1.1 0.0
C 3.430 -1.494 -3.366 0.9 1.2 -1.2
N 2.430 -1.068 0.347 -0.4 1.3 -0.9
H 2.530 -3.384 1.175 0.1 -0.2 0.1
H 2.431 -4.354 -0.276 -0.2 0.1 -0.2
H 1.024 -3.380 0.285 -0.2 -0.4 0.0
H 3.543 -2.141 -0.860 0.3 -1.3 -0.1
H 0.660 -1.928 -1.699 0.0 0.6 0.1
H 1.659 -3.021 -2.466 0.7 -0.5 0.3
H 4.270 -1.572 -2.676 -0.1 -0.2 0.2
H 3.703 -0.716 -4.078 0.0 0.5 0.3
H 3.407 -2.338 -4.055 -0.6 -0.7 0.6
H 3.140 -0.536 -0.136 -0.1 1.6 0.9
H 2.771 -1.281 1.274 0.3 -0.3 0.0
C 3.414 1.348 4.919 0.1 0.1 -0.4
C 2.612 0.916 3.696 -0.8 -1.0 0.9
C 1.720 -0.294 4.118 0.1 1.4 -0.3
O 0.987 -0.740 2.994 0.3 -1.5 -0.4
C 0.473 -2.074 3.100 0.1 0.0 1.4
N 1.848 2.019 3.095 0.5 -0.3 1.0
H 3.985 0.505 5.305 0.4 0.3 -0.1
H 2.815 1.715 5.753 -0.4 0.0 -0.1
H 4.025 2.188 4.587 0.5 -0.2 0.3
H 3.293 0.657 2.885 0.2 -0.7 0.2
H 0.975 0.017 4.851 0.0 0.3 0.4
H 2.345 -1.024 4.631 0.0 -0.5 -0.5
H 1.274 -2.814 3.085 0.1 0.0 0.0
H -0.291 -2.386 2.388 0.3 0.8 -0.5
H -0.014 -2.118 4.073 -0.1 -0.4 0.2
H 1.461 2.529 3.876 -0.5 0.3 0.1
H 2.618 2.597 2.791 -0.3 0.7 -0.9
```
Forces are in eV/Å.

Atom charges from the Löwdin analysis, given in e for atoms 1 to 8:
1. Pb 1.5282
2. O -0.5340
3. H -0.0473
4. C -0.0181
5. C -0.4166
6. C -0.1706
7. O -0.3101
8. C -0.0901

***

# 3
This record from the Open Molecules 2025 dataset describes a cluster of 8 separate species, C20H57N6O5 in total in a non-equilibrium geometry. The level of theory is ωB97M-V/def2-TZVPD.

Results
LUMO   -9.334 eV
Net charge   +3
Multiplicity   1
Frontier orbital gap   0.1614 Eh
DFT total energy   -1499.77537 Eh

```
88
Properties=species:S:1:pos:R:3:forces:R:3
N -2.617 2.022 -2.314 -0.6 1.1 -0.5
H -3.539 1.750 -2.005 -0.2 -0.7 0.0
H -2.521 1.926 -3.315 -0.5 -0.1 -0.5
H -1.831 1.535 -1.909 1.7 -1.4 1.4
H -2.545 2.998 -2.064 0.1 0.5 0.0
N 0.334 3.126 -3.242 -0.1 1.5 -2.3
H 0.105 4.047 -2.896 0.1 0.3 0.5
H 1.179 3.203 -3.790 0.9 0.0 0.1
H -0.338 2.921 -3.968 -0.5 -0.3 -0.3
H 0.359 2.385 -2.557 -0.1 -2.1 2.4
C 2.446 5.349 1.960 -2.1 0.0 -0.1
N 2.028 4.118 1.144 0.3 0.3 0.7
C 0.616 3.620 1.645 2.2 1.4 -0.3
C 1.956 4.522 -0.349 0.9 -0.2 1.2
C 3.176 3.096 1.291 -1.4 -0.3 1.1
C 3.446 2.552 2.741 0.7 0.7 -0.2
O 2.275 2.091 3.360 -0.9 -0.2 -0.4
H 2.466 5.114 3.025 0.4 -0.3 -0.2
H 1.559 5.973 1.848 0.4 0.7 0.0
H 3.345 5.863 1.622 -0.1 -0.4 -0.2
H 0.505 2.571 1.369 -0.3 0.4 -0.4
H 0.014 4.401 1.180 -0.8 -0.7 0.0
H 0.609 3.755 2.727 0.0 -0.2 -0.2
H 1.241 5.319 -0.553 -0.2 -0.1 0.5
H 1.777 3.641 -0.966 0.0 -0.1 0.3
H 2.944 4.937 -0.547 0.0 -0.1 -0.3
H 4.007 3.683 0.900 0.3 -0.9 -0.1
H 2.770 2.275 0.700 0.9 -0.2 -0.4
H 3.911 3.255 3.432 0.1 0.7 -0.5
H 4.188 1.754 2.708 0.0 -0.1 -0.7
H 2.537 1.667 4.181 0.0 -0.1 0.2
C -3.090 0.259 3.728 -0.1 0.2 -0.6
N -2.138 0.147 2.512 -1.3 0.3 0.8
C -0.700 -0.077 2.964 -1.0 1.8 1.1
C -2.638 -1.098 1.825 -0.9 0.6 -0.7
C -2.272 1.481 1.703 -0.3 -0.8 -0.8
C -3.673 2.094 1.402 0.6 -1.9 0.1
O -4.430 1.066 0.760 -0.2 -0.3 0.5
H -2.890 -0.553 4.427 0.1 0.2 0.0
H -4.107 0.177 3.343 0.1 -0.4 -0.1
H -3.086 1.251 4.180 0.8 -0.1 0.2
H -0.687 0.512 3.882 0.5 -0.1 0.2
H -0.013 0.458 2.309 0.0 -0.8 -0.4
H -0.518 -1.115 3.244 0.1 0.1 -0.6
H -3.675 -0.870 1.577 0.1 -0.3 -0.1
H -2.624 -1.934 2.524 0.3 0.2 0.0
H -2.111 -1.327 0.899 0.4 0.2 0.3
H -1.934 1.227 0.699 1.0 0.0 0.2
H -1.686 2.240 2.221 0.3 -0.3 -0.1
H -3.552 2.889 0.667 0.3 0.6 0.7
H -4.095 2.399 2.360 -0.7 0.3 -0.5
H -4.698 1.225 -0.148 -0.2 0.5 0.4
C 0.619 -1.231 -0.811 -1.5 0.4 0.0
C 0.964 0.248 -1.037 1.1 -1.4 0.5
O -0.033 1.167 -1.246 -1.6 1.6 -1.1
H 1.503 -1.863 -0.726 0.0 0.0 -0.5
H -0.110 -1.522 -1.568 0.5 -0.4 -0.4
H 0.053 -1.442 0.096 0.0 0.4 0.5
H 1.683 0.202 -1.855 0.3 0.3 -0.4
H 1.570 0.459 -0.156 0.3 0.7 0.4
C 3.980 -3.901 -1.654 2.3 -1.9 2.9
O 5.160 -3.878 -1.229 -2.5 0.7 -1.6
N 3.171 -4.973 -1.414 -0.9 -0.8 -2.1
C 1.732 -4.931 -1.758 0.8 0.6 1.3
C 3.544 -6.246 -0.759 0.9 0.5 0.8
H 3.394 -3.051 -2.036 0.4 0.1 -0.4
H 1.390 -4.066 -2.327 0.6 0.1 -0.4
H 1.339 -4.754 -0.757 -1.2 -0.7 -0.1
H 1.382 -5.838 -2.251 0.1 0.0 0.3
H 4.592 -6.510 -0.902 0.1 0.6 0.1
H 3.324 -6.132 0.302 0.4 0.1 0.2
H 3.043 -7.185 -0.995 -0.8 0.6 -1.0
C -1.435 -3.973 -1.337 0.1 0.1 0.1
C -1.844 -4.399 0.046 2.2 -0.6 2.2
O -1.025 -4.840 0.885 -1.6 1.1 -2.3
C -3.236 -4.163 0.487 -0.7 0.1 1.4
H -2.081 -3.187 -1.726 -0.1 0.2 0.2
H -1.517 -4.759 -2.088 0.2 -0.3 0.2
H -0.410 -3.613 -1.255 -0.2 -0.2 -0.3
H -3.313 -4.355 1.557 0.1 -1.1 0.0
H -3.951 -4.764 -0.076 -0.2 0.4 0.0
H -3.501 -3.111 0.599 -0.2 0.3 -1.4
C -0.106 -1.082 -4.303 -0.3 -0.1 -0.9
C -0.596 -2.426 -4.527 -0.3 -0.6 0.1
N -1.002 -3.483 -4.705 0.0 0.0 0.1
H 0.897 -1.154 -3.882 -0.2 0.5 0.2
H -0.857 -0.534 -3.733 0.4 0.0 0.5
H -0.107 -0.631 -5.296 0.5 0.2 0.0
```
Forces are in eV/Å.

Atom charges from the Löwdin analysis, given in e for atoms 1 to 8:
1. N 0.3416
2. H 0.1408
3. H 0.1461
4. H 0.0601
5. H 0.1445
6. N 0.3227
7. H 0.1407
8. H 0.1613